#A
The following is a quantum chemistry calculation of a 2-piece molecular cluster, C3H5Br overall, from the Open Molecules 2025 dataset.

Last column: natural (NBO) charge in e.
Geometry (Å):
C1 -1.130 1.588 0.599  -0.277
H1 -1.886 2.305 0.856  0.239
H2 1.999 0.911 0.019  0.239
C2 -0.164 1.060 0.090  0.003
H3 1.127 -0.607 -0.393  0.231
C3 1.117 0.416 -0.407  -0.666
Br1 -1.670 -2.857 0.150  -0.200
H4 1.158 0.775 -1.561  0.230
H5 -0.550 -3.592 0.648  0.200

Output
**Total charge**: 0
**SMILES**: C#CC.Br
**HOMO-LUMO gap**: 0.390 Ha
**E_HOMO**: -9.9 eV
**E_LUMO**: 0.72 eV

---

#B
The following is a quantum chemistry calculation of C3H5Br as an isolated structure, from the Open Molecules 2025 dataset.

Last column: natural (NBO) charge in e.
Geometry (Å):
Br1 -0.847 -2.642 1.418  0.044
H1 -1.311 -1.905 -1.068  0.234
H2 -0.259 0.228 -1.333  0.185
H3 1.877 0.834 0.187  0.240
H4 0.549 2.189 -0.412  0.218
C1 0.828 1.345 0.273  -0.604
C2 -0.978 -1.401 -0.075  -0.363
H5 0.403 1.532 1.341  0.230
C3 -0.261 -0.181 -0.332  -0.184

Output
**Total charge**: 0
**HOMO-LUMO gap**: 0.367 Ha
**E_HOMO**: -9.2 eV
**E_LUMO**: 0.73 eV

---

Most stable: #A (next structure +33.1 kcal/mol)

---

#A
The following is a quantum chemistry calculation of a 6-piece molecular cluster, C27H65N3O7 overall, from the Open Molecules 2025 dataset.

Last column: Mulliken charge in e.
Geometry (Å):
H1 -4.294 -2.346 -2.317  0.342
H2 -5.725 -3.628 -5.080  0.398
H3 -4.077 -3.951 -2.912  0.361
H4 2.258 -0.320 0.387  0.505
H5 1.414 -2.078 5.056  0.478
H6 4.754 -2.251 4.597  0.329
H7 -4.416 0.062 -2.948  0.232
C1 1.392 -0.531 6.305  -0.829
H8 5.484 2.452 2.384  0.379
C2 -5.155 -1.315 -4.449  -1.594
H9 -6.673 -2.779 1.878  0.269
C3 -3.588 0.654 -4.868  -1.211
H10 2.026 0.507 -2.043  0.153
H11 -1.324 1.033 -3.549  0.415
H12 -2.045 -0.508 -2.956  0.076
C4 5.593 2.549 1.304  -2.104
H13 1.615 1.316 0.137  0.220
H14 3.420 -0.646 3.790  0.446
H15 1.182 1.378 7.474  0.473
H16 6.401 1.930 0.913  0.405
C5 2.892 0.694 -1.409  -1.262
H17 4.762 0.974 -3.152  0.462
H18 -5.880 -1.604 -3.688  0.460
H19 -2.247 0.110 -7.136  0.415
O1 -1.623 -0.360 3.980  -0.590
C6 4.256 2.464 0.587  1.898
O2 -4.928 -2.413 0.956  -0.455
C7 3.649 1.091 0.942  -1.304
H20 -4.126 -2.792 1.322  0.290
H21 -0.160 0.788 6.462  0.253
C8 4.304 -2.853 3.807  -0.896
H22 5.120 -2.519 3.167  0.335
H23 -4.591 -3.125 -6.373  0.504
C9 3.446 2.052 -1.835  1.714
C10 2.385 3.076 -2.021  -1.780
H24 0.854 3.687 4.575  0.232
C11 4.019 1.768 -3.216  -2.012
C12 1.310 -0.763 3.753  -0.058
H25 -0.536 -0.488 -3.822  0.385
H26 0.687 -1.003 2.892  0.133
H27 4.619 2.564 -3.658  0.430
C13 0.420 2.933 5.232  -0.765
H28 -2.740 -1.986 4.310  0.231
C14 -2.401 -0.357 -5.044  1.622
H29 1.748 3.462 -1.225  0.290
C15 2.500 0.686 0.044  -0.040
C16 -4.680 -3.461 -5.340  -2.082
H30 -0.736 -0.557 -6.345  0.433
H31 -5.461 -2.295 3.009  0.220
H32 -3.260 1.567 -4.370  0.336
H33 -1.549 0.606 0.284  0.330
H34 -2.039 -0.753 1.965  0.182
N1 0.900 -1.209 5.076  -0.363
C17 3.295 3.501 1.173  -1.770
H35 -5.763 -1.156 -5.340  0.471
H36 -4.145 0.939 -5.760  0.418
C18 -2.738 -0.944 4.628  -0.721
H37 -2.476 -0.951 5.686  0.374
C19 -1.518 -0.016 -3.773  -1.434
H38 2.481 -0.567 6.324  0.350
H39 -3.618 -0.486 4.176  0.232
H40 6.062 3.528 1.208  0.478
N2 4.546 2.560 -0.884  0.401
H41 -1.596 -2.943 -6.073  0.359
O3 5.368 3.578 -1.316  -0.491
H42 1.363 0.322 3.849  0.328
H43 -0.402 -0.556 -0.355  0.161
H44 0.244 3.438 6.182  0.378
C20 -1.609 0.089 -6.253  -1.919
H45 2.942 -1.050 2.180  0.517
O4 -1.332 -1.099 1.417  -0.466
H46 3.648 -0.077 -1.558  0.411
H47 -2.161 -0.800 -0.524  0.260
H48 -5.612 0.710 -4.146  0.412
C21 2.685 -1.219 3.226  -0.987
C22 0.910 0.992 6.492  -0.530
O5 -1.738 -2.624 -5.179  -0.480
H49 1.619 2.638 -2.661  0.409
H50 1.108 -1.046 7.222  0.447
H51 3.418 4.496 0.744  0.353
H52 -6.349 -1.139 1.850  0.263
C23 -4.748 0.065 -3.986  -0.651
C24 -4.052 -2.365 -4.464  2.323
N3 -2.852 -1.801 -5.262  0.114
H53 3.397 3.555 2.257  0.432
C25 -1.368 -0.460 0.142  -0.526
H54 -2.750 -2.773 -2.891  0.357
H55 3.519 1.086 2.025  0.035
H56 4.344 0.267 0.780  0.451
H57 -1.206 1.100 -6.192  0.345
O6 2.887 -2.607 3.476  -0.488
O7 1.357 1.820 5.492  -0.268
H58 -4.165 -4.413 -5.470  0.384
C26 -3.809 -2.913 -3.111  -1.788
C27 -5.839 -2.089 2.007  -0.584
H59 6.167 3.138 -1.616  0.335
H60 -0.799 -0.582 4.419  0.337
H61 2.722 3.954 -2.572  0.384
H62 3.234 1.539 -3.937  0.366
H63 4.424 -3.936 3.805  0.320
H64 -0.548 2.608 4.851  0.274
H65 2.300 3.173 0.873  0.331

Output
**Total charge**: 0
**SMILES**: CC1(C)CCCC(C)(C)N1O.CC1(C)CCCC(C)(C)N1O.COCCNCCOC.CO.CO.CO
**HOMO-LUMO gap**: 0.318 Ha
**E_HOMO**: -8.0 eV
**E_LUMO**: 0.68 eV

---

#B
The following is a quantum chemistry calculation of a 7-piece molecular cluster, C27H65N3O7 overall, from the Open Molecules 2025 dataset.

Last column: Mulliken charge in e.
Geometry (Å):
H1 5.756 -1.058 -5.013  0.433
C1 6.203 -1.316 -2.896  1.664
H2 4.760 2.097 -1.790  0.539
H3 -7.480 0.925 -1.493  0.455
H4 -1.983 0.139 5.809  0.388
H5 4.530 -2.726 -3.143  0.284
H6 1.730 3.796 -4.478  0.289
H7 -2.971 1.648 -2.165  0.289
O1 -5.300 -0.415 -1.966  -0.405
H8 -0.707 3.068 -4.537  0.350
C2 -4.469 -3.018 -0.834  -1.645
H9 -6.914 0.539 2.150  0.586
H10 -3.458 -3.369 -1.017  0.362
H11 -2.576 1.460 3.697  0.441
O2 4.182 -0.076 -3.256  -0.464
H12 -0.199 -0.399 0.950  -0.344
C3 -3.073 -1.095 -0.091  -1.577
C4 0.361 2.068 2.107  -1.562
H13 0.651 2.762 2.908  0.425
C5 0.846 -0.226 1.191  -0.939
C6 -5.396 1.547 0.166  -1.335
H14 -0.337 0.546 6.094  0.441
H15 -1.224 -2.010 3.543  0.463
C7 -4.485 -1.711 -0.032  1.905
C8 4.153 -0.951 -0.414  -1.446
H16 0.250 2.019 -2.778  0.247
C9 4.365 1.443 -1.011  -1.990
C10 -6.493 -0.283 1.562  -1.623
O3 0.920 3.932 -3.971  -0.613
H17 2.968 1.193 1.562  0.153
H18 -1.803 2.079 -4.159  0.428
H19 3.081 0.155 2.940  0.362
C11 7.471 -1.344 -2.045  -1.184
C12 -1.143 1.957 2.211  0.296
H20 -5.544 -1.212 3.250  0.420
H21 -6.180 -0.590 -2.324  0.341
O4 -0.402 1.386 -2.436  -0.592
H22 -5.912 2.292 0.777  0.425
H23 -2.757 -0.858 -1.107  0.609
H24 4.436 0.533 -3.959  0.326
H25 0.774 2.525 1.206  0.469
H26 7.065 -0.064 -4.418  0.450
N1 -5.513 -0.811 -0.591  0.201
C13 -1.483 1.447 3.633  -1.731
H27 -8.209 1.112 0.141  0.382
H28 -5.204 -3.731 -0.468  0.373
C14 5.558 -2.719 -2.781  -1.812
H29 -1.551 1.259 1.473  -0.257
H30 -0.843 -1.158 5.803  0.358
H31 -2.695 -0.988 3.603  0.469
H32 -4.375 1.473 0.556  0.054
H33 -7.201 -1.112 1.549  0.346
H34 -8.051 -0.444 -0.646  0.483
C15 1.022 0.726 2.370  2.120
H35 -1.684 2.900 2.101  0.417
N2 0.571 0.169 3.647  0.045
H36 -4.840 -2.786 -1.842  0.339
H37 -0.176 0.552 -2.866  0.312
C16 -1.646 -1.034 3.309  -1.895
H38 8.258 -0.773 -0.144  0.401
C17 -0.863 0.104 3.986  2.199
H39 3.216 -1.067 -0.981  0.403
H40 1.241 0.221 0.280  -0.014
C18 -0.957 -0.120 5.495  -1.986
H41 7.915 -2.341 -2.097  0.371
C19 -4.836 -2.027 1.430  -1.537
H42 -3.867 -2.344 1.851  0.339
H43 7.374 -1.787 -4.604  0.454
C20 7.274 -1.020 -0.548  -0.690
C21 2.521 1.004 2.542  -1.970
H44 6.861 1.097 -0.675  0.408
H45 6.151 0.229 0.756  0.354
H46 2.675 1.834 3.229  0.469
H47 -4.447 -0.088 2.326  -0.231
H48 -4.288 1.147 -2.783  0.302
H49 -2.402 -1.887 0.263  0.659
H50 1.019 -1.668 3.148  0.377
N3 5.363 -0.202 -2.454  0.280
H51 3.794 -0.617 0.562  0.202
H52 -5.254 1.889 -0.857  0.281
C22 6.376 0.188 -0.310  -1.170
O5 1.184 -1.089 3.917  -0.498
H53 4.584 -1.945 -0.386  0.239
C23 5.054 0.103 -1.074  1.784
H54 -1.137 2.195 4.359  0.398
H55 3.289 1.304 -1.135  0.264
C24 -7.542 0.519 -0.478  -2.177
H56 5.604 -3.069 -1.755  0.410
C25 6.611 -1.056 -4.339  -2.077
H57 -2.957 -0.231 0.560  -0.307
H58 8.249 -0.667 -2.419  0.408
C26 -6.186 0.235 0.171  1.779
O6 -1.384 2.498 -4.930  -0.645
C27 -5.251 -0.819 2.277  0.168
H59 4.479 1.937 -0.044  0.286
H60 -1.643 -0.924 2.229  0.163
H61 1.043 4.773 -3.514  0.285
H62 6.133 -3.382 -3.428  0.478
H63 6.902 -1.926 -0.066  0.326
H64 1.405 -1.160 1.294  0.733
H65 -5.502 -2.875 1.575  0.434
O7 -3.439 1.566 -3.006  -0.677

Output
**Total charge**: 0
**SMILES**: CC1(C)CCCC(C)(C)N1O.CC1(C)CCCC(C)(C)N1O.CC1(C)CCCC(C)(C)N1O.O.O.O.O
**HOMO-LUMO gap**: 0.312 Ha
**E_HOMO**: -8.4 eV
**E_LUMO**: 0.13 eV

---

Most stable: #B (next structure +128.0 kcal/mol)

---

#A
The following is a quantum chemistry calculation of the molecule C2H3N3O2S, from the Open Molecules 2025 dataset.

Last column: natural (NBO) charge in e.
Geometry (Å):
S1 0.505 0.388 1.226  0.475
C1 -1.220 -1.636 0.070  0.414
O1 -1.431 1.854 -0.237  -0.342
N1 -1.632 0.713 -0.413  0.647
H1 2.710 0.668 0.856  0.238
N2 -0.733 -0.173 0.188  -0.509
H2 2.014 -0.750 -0.276  0.248
C2 1.998 0.291 0.129  -0.742
N3 -1.628 -2.702 0.124  -0.300
O2 -2.516 0.202 -1.039  -0.366
H3 1.932 1.145 -0.628  0.237

Output
**Total charge**: 0
**SMILES**: CSN(C#N)[N+](=O)[O-]
**HOMO-LUMO gap**: 0.383 Ha
**E_HOMO**: -10.4 eV
**E_LUMO**: 0.07 eV

---

#B
The following is a quantum chemistry calculation of the molecule C2H3N3O2S, from the Open Molecules 2025 dataset.

Last column: natural (NBO) charge in e.
Geometry (Å):
S1 3.108 -0.404 -0.051  0.174
C1 -0.953 -0.471 -0.125  0.618
O1 0.408 -0.535 -0.257  -0.451
H1 -1.971 1.330 0.354  0.392
N1 -1.271 0.909 -0.359  -0.348
N2 -1.690 -1.426 0.001  -0.619
C2 0.847 0.678 -0.144  0.734
N3 2.093 0.905 -0.286  -0.647
H2 2.183 -1.497 0.607  0.111
H3 -2.719 -1.053 0.023  0.361
O2 -0.035 1.563 0.237  -0.326

Output
**Total charge**: 0
**SMILES**: [H]/N=c1\[nH]o/c(=N/S)o1
**HOMO-LUMO gap**: 0.314 Ha
**E_HOMO**: -8.3 eV
**E_LUMO**: 0.22 eV

---

#C
The following is a quantum chemistry calculation of a 3-piece molecular cluster, C2H3N3O2S overall, from the Open Molecules 2025 dataset.

Last column: natural (NBO) charge in e.
Geometry (Å):
N1 0.763 0.760 -0.186  -0.617
C1 -0.631 0.828 -0.270  0.710
N2 -0.940 -0.486 -0.606  -0.355
H1 1.283 1.592 0.853  0.422
H2 -2.910 0.016 -0.508  0.190
N3 0.022 -1.401 -0.462  -0.269
C2 1.115 -0.635 -0.186  0.570
O1 -1.474 1.757 -0.065  -0.611
S1 -2.479 -1.200 0.157  0.139
O2 2.332 -1.060 -0.004  -0.547
H3 2.919 -0.172 1.279  0.367

Output
**Total charge**: 0
**HOMO-LUMO gap**: 0.215 Ha
**E_HOMO**: -8.7 eV
**E_LUMO**: -2.85 eV

---

Most stable: #B (next structure +36.8 kcal/mol)